Record 1
Density functional theory data (wB97M-V/def2-TZVPD) for a structure of composition C34H43NO3PPtSTe.

```
85
Properties=species:S:1:pos:R:3:forces:R:3:mulliken_charge:R:1
Pt -0.4440 -0.1487 -0.2328 0.3 0.3 0.6 1.6933
S -3.8246 -2.1705 -2.8772 0.0 0.0 0.0 -0.4925
C -4.7448 -1.7394 -1.4736 0.0 0.0 0.0 0.5125
C -6.0805 -1.9957 -1.1837 0.0 0.0 0.0 -0.6514
C -6.5809 -1.5635 0.0317 0.0 0.0 0.0 -0.5123
C -5.7578 -0.8919 0.9428 0.0 0.0 0.0 -1.0936
C -4.4316 -0.6347 0.6532 0.0 0.0 0.1 0.1768
C -3.9180 -1.0557 -0.5735 -0.1 0.2 0.1 -1.0509
N -2.6254 -0.8592 -1.0081 0.1 -0.1 -0.2 0.1488
C -2.4127 -1.4020 -2.1684 -0.1 0.0 0.0 0.9398
C -1.1030 -1.4424 -2.7920 0.1 0.1 0.0 1.1818
C -0.9451 -1.9409 -4.0903 0.0 0.0 0.0 -0.8769
C 0.3076 -1.9906 -4.6644 0.0 0.0 0.0 -1.0054
C 1.4052 -1.5504 -3.9253 0.1 0.0 0.0 -0.7510
C 1.2481 -1.0610 -2.6413 0.0 -0.1 0.0 0.3432
C -0.0075 -0.9705 -2.0283 -0.2 0.0 -0.4 -1.1220
H -6.7099 -2.5240 -1.8887 0.0 0.0 0.0 0.3889
H -7.6165 -1.7555 0.2823 0.0 0.0 0.0 0.3660
H -6.1656 -0.5722 1.8939 0.0 0.0 0.0 0.4187
H -3.7856 -0.1351 1.3660 0.0 0.0 -0.1 0.7196
H -1.8101 -2.2806 -4.6508 0.0 0.0 0.0 0.3636
H 0.4363 -2.3672 -5.6716 0.0 0.0 0.0 0.3478
H 2.3964 -1.5868 -4.3646 0.0 0.0 0.0 0.4083
H 2.1190 -0.7323 -2.0906 0.0 0.0 0.0 0.6136
C -3.8889 3.1302 1.6479 0.0 0.0 0.0 -1.5957
C -2.6881 2.4255 1.0569 -0.1 0.0 -0.1 0.2507
O -2.0939 1.6378 2.0906 0.1 0.1 0.2 -0.3334
P -0.9341 0.5121 1.8441 -0.4 0.1 0.0 -0.5311
O -1.5365 -0.6608 2.7560 0.1 -0.1 0.0 -0.0261
C -1.7457 -0.5051 4.1598 0.0 0.0 0.0 0.0753
C -2.4972 -1.7248 4.6444 0.0 0.0 0.0 -1.3301
O 0.2154 1.0405 2.8302 0.0 0.1 0.2 -0.0508
C 0.6583 2.4048 2.8081 0.1 -0.1 -0.1 0.1752
C 0.1531 3.1276 4.0377 0.0 0.0 0.0 -1.3744
H -4.4044 3.6998 0.8727 0.0 0.0 0.0 0.3996
H -3.5839 3.8168 2.4394 0.0 0.0 0.0 0.3548
H -4.5887 2.4046 2.0668 0.0 0.0 0.0 0.2976
H -1.9609 3.1500 0.6844 0.0 0.0 0.0 0.0913
H -2.9798 1.7861 0.2191 0.1 0.0 0.0 0.2626
H -2.3154 0.4094 4.3481 0.0 0.0 0.0 0.1758
H -0.7778 -0.4115 4.6552 0.0 0.0 0.0 0.2309
H -3.4581 -1.8055 4.1348 0.0 0.0 0.0 0.2666
H -2.6729 -1.6611 5.7203 0.0 0.0 0.0 0.3984
H -1.9228 -2.6274 4.4350 0.0 0.0 0.0 0.2981
H 0.3374 2.8900 1.8846 0.0 0.0 0.0 0.0931
H 1.7487 2.3707 2.7851 0.0 0.0 0.0 0.4001
H -0.9345 3.2039 4.0125 0.0 0.0 0.0 0.1895
H 0.5774 4.1332 4.0814 0.0 0.0 0.0 0.4412
H 0.4441 2.5899 4.9420 0.0 0.0 0.0 0.3038
C 5.1544 1.3451 -4.8179 0.0 0.0 0.0 -1.6003
C 3.9412 1.6030 -3.9627 0.0 0.0 0.0 0.8256
C 2.7246 1.9553 -4.5246 0.0 0.0 0.0 -1.2018
C 1.5903 2.1813 -3.7462 0.0 0.0 0.0 1.0099
C 0.2995 2.5189 -4.4417 0.0 0.0 0.0 -1.6080
C 1.6687 2.0561 -2.3535 0.1 0.1 0.1 0.1470
Te -0.0366 2.4408 -1.1445 -0.3 -0.1 -0.2 0.0074
C 2.8956 1.6940 -1.7685 0.0 0.1 0.0 0.5903
C 3.0771 1.5372 -0.2809 0.0 0.0 0.0 -1.1453
C 4.0051 1.4794 -2.5817 0.0 -0.1 0.0 -0.7386
H 4.9310 1.5061 -5.8734 0.0 0.0 0.0 0.3581
H 5.5073 0.3174 -4.7026 0.0 0.0 0.0 0.3097
H 5.9811 2.0050 -4.5442 0.0 0.0 0.0 0.3640
H 2.6463 2.0479 -5.6043 0.0 0.0 0.0 0.1871
H 0.4517 2.5859 -5.5208 0.0 0.0 0.0 0.3817
H -0.1119 3.4621 -4.0797 0.0 0.0 0.0 0.3262
H -0.4551 1.7558 -4.2354 0.0 0.0 0.0 0.2768
H 2.1712 1.1810 0.2054 0.0 -0.1 0.0 -0.1250
H 3.3496 2.4968 0.1699 -0.1 0.0 0.0 0.3391
H 3.8777 0.8248 -0.0697 0.0 0.0 0.0 0.1853
H 4.9446 1.1920 -2.1164 0.0 0.0 0.0 0.3691
C 3.6408 -1.5381 2.8262 0.0 0.0 0.0 -1.4104
C 2.7409 -2.5817 2.1461 0.0 0.1 0.0 2.2272
C 3.5940 -3.4777 1.2390 0.0 0.0 0.0 -1.7760
C 2.0680 -3.4431 3.2243 0.0 0.0 0.0 -1.6612
C 1.7137 -1.8907 1.3517 -0.1 -0.1 0.0 -0.3105
C 0.8414 -1.3316 0.7208 0.2 -0.2 -0.1 -0.8676
H 4.3671 -2.0232 3.4867 0.0 0.0 0.0 0.4278
H 3.0340 -0.8469 3.4142 0.0 0.0 0.0 0.2005
H 4.1811 -0.9572 2.0769 0.0 0.0 0.0 0.2605
H 4.3488 -4.0117 1.8257 0.0 0.0 0.0 0.4049
H 4.0994 -2.8776 0.4808 0.0 0.0 0.0 0.3198
H 2.9654 -4.2072 0.7264 0.0 0.0 0.0 0.3508
H 2.8194 -3.9221 3.8607 0.0 0.0 0.0 0.4159
H 1.4524 -4.2166 2.7626 0.0 0.0 0.0 0.3622
H 1.4201 -2.8262 3.8498 0.0 0.0 0.0 0.2682
```
Forces are in eV/Å.

Summary:
Energy above the lowest of the compared OMol25 structures with the same formula, charge and spin in kcal/mol: 0.0
Net charge: -1
Frontier orbital gap in eV: 5.96

---

Record 2
Density functional theory data (wB97M-V/def2-TZVPD) for the ion C4H9NP with charge +1 in a non-equilibrium geometry.

```
15
Properties=species:S:1:pos:R:3:forces:R:3:mulliken_charge:R:1
C -0.7806 -1.2960 -0.0529 1.1 2.4 -2.5 -0.8591
P -1.9714 0.1311 0.1643 0.3 0.5 1.2 -0.0288
C -0.4258 1.2258 -0.0466 0.4 1.2 3.3 -0.0051
C 0.6523 0.4932 -0.8621 -2.9 0.6 -2.7 -0.7199
C 0.5985 -0.5469 0.1810 -0.8 -2.8 0.4 -0.0374
N 0.3779 0.4986 1.2674 -2.1 -1.6 0.2 -0.3347
H -0.8817 -1.5274 -1.1534 0.6 -0.2 1.3 0.3706
H -0.7334 -2.1752 0.4912 -1.0 -1.5 1.3 0.4498
H -2.2999 0.3889 -1.1317 -0.5 -0.2 -1.2 0.0934
H -0.5094 2.3436 0.2078 0.2 -1.7 -1.1 0.3682
H 1.4969 1.0585 -0.9365 2.6 1.4 0.1 0.3249
H 0.2863 0.3564 -1.9417 0.6 -0.6 1.6 0.2982
H 1.3084 -1.3410 0.4628 0.4 0.9 -0.5 0.4809
H -0.2234 0.1179 2.0499 0.6 0.8 -0.9 0.2918
H 1.2326 0.8149 1.7008 0.4 0.7 -0.4 0.3074
```
Forces are in eV/Å.

Summary:
Energy above the lowest of the compared OMol25 structures with the same formula, charge and spin in kcal/mol: 44.3
Structure (SMILES): C1P[C@@H]2C[C@H]1[NH2+]2
Net charge: +1
Frontier orbital gap in eV: 10.50

---

Record 3
Density functional theory data (wB97M-V/def2-TZVPD) for a cluster of 2 separate species, C3FIO4 in total in a non-equilibrium geometry.

```
9
Properties=species:S:1:pos:R:3:forces:R:3:mulliken_charge:R:1
C -1.4139 -0.2026 0.1705 -1.1 -0.5 0.1 0.5832
C 1.9340 0.4752 0.7623 -0.4 0.2 -0.1 0.4811
C -0.1937 -0.5064 -0.6963 1.4 1.3 -0.2 -0.2903
O -1.2715 -0.4979 1.3765 0.5 -0.2 0.5 -0.7055
O 2.5838 -0.4931 0.7977 0.2 -0.4 0.0 -0.3072
O -2.4368 0.3268 -0.3234 0.0 0.4 -0.5 -0.7580
O 1.6151 1.5933 0.9292 -0.2 -0.2 -0.2 -0.3418
F -0.3395 0.1078 -1.9863 -0.2 -0.7 0.5 -0.2621
I -0.0888 -2.7579 -1.0915 -0.2 0.0 -0.1 -0.3995
```
Forces are in eV/Å.

Summary:
Energy above the lowest of the compared OMol25 structures with the same formula, charge and spin in kcal/mol: 49.0
Net charge: -2
Frontier orbital gap in eV: 4.34

---

> The highest energy above the lowest of the compared OMol25 structures with the same formula, charge and spin belongs to which entry?

C3FIO4